{
  "formula": "C32H39FO13",
  "method": "wB97M-V/def2-TZVPD",
  "gap_ev": 8.219,
  "e_tot_ev": -63151.9062,
  "e_homo_ev": -9.138,
  "multiplicity": 1,
  "symbols": ["H", "O", "H", "H", "C", "O", "H", "C", "H", "H", "H", "H", "C", "C", "C", "C", "C", "H", "C", "H", "H", "O", "C", "O", "H", "H", "O", "C", "H", "C", "O", "C", "H", "C", "H", "C", "C", "C", "H", "H", "C", "C", "O", "H", "H", "C", "H", "C", "C", "H", "C", "C", "O", "C", "O", "O", "C", "C", "H", "H", "H", "H", "H", "H", "C", "H", "H", "C", "H", "H", "H", "C", "H", "O", "C", "O", "O", "C", "C", "H", "H", "H", "F", "H", "H"],
  "xyz": [[-1.986318, 6.654056, -0.770309], [-2.938592, -1.903166, 5.943433], [-2.028449, -5.869720, 0.639904], [-3.676355, -6.897968, -0.782532], [5.641015, 7.232054, -2.302992], [3.079958, 5.041636, -1.224349], [-1.647586, -7.095219, -3.054570], [1.922683, -0.295654, -3.087623], [0.865961, -4.075428, -0.244646], [4.292185, 8.964219, -2.135598], [5.140899, 5.287937, -3.190344], [-3.590330, 3.409834, 0.678425], [-2.647821, -7.059827, -1.108145], [4.167791, -0.283470, -4.007872], [3.105341, 0.390185, -3.434966], [-3.732405, 5.499652, 1.162671], [-4.791360, -3.270474, 5.485737], [1.627176, -2.520669, -0.583358], [-3.362563, 4.368154, 0.220946], [-2.398088, -8.104545, -0.935713], [-5.408744, -1.346819, 4.729489], [4.328598, 2.418264, -3.279944], [4.320645, 7.956834, -2.542803], [3.327636, 7.169970, -1.860130], [2.790120, -3.375305, -4.149228], [-5.031568, -3.918251, 6.330484], [0.188906, -2.077290, 2.070548], [1.805620, -1.663992, -3.366305], [0.546051, -0.115651, 2.580924], [-0.004907, -1.355230, 4.302509], [-1.757332, -4.884994, -1.141816], [0.920860, 1.970010, -2.570290], [4.889679, -2.177776, -4.711847], [-0.146325, -0.916768, 2.850054], [5.775298, 5.159480, -1.546034], [-2.484918, -6.602709, -2.557301], [-5.279075, -1.837281, 5.694807], [-1.716681, -6.098572, -0.375931], [5.070969, 0.258385, -4.254520], [-3.975746, -0.151689, 6.237775], [-2.139813, -5.130976, -2.413283], [-4.101723, -1.212881, 6.436117], [1.408884, -3.931185, 2.327940], [6.376650, 7.425677, -3.080469], [-1.156008, -0.612162, 2.584451], [5.183884, 5.776541, -2.215510], [4.056253, 7.994301, -3.601755], [-1.764514, 6.110688, 0.150848], [0.797111, -3.180599, -0.857463], [-0.798515, 6.436330, 0.527579], [0.952917, -2.929068, 2.795662], [4.061791, -1.644714, -4.262890], [0.886601, -3.577655, -2.222041], [-1.874256, 4.601566, -0.028732], [-2.466180, -3.883189, 5.030360], [-4.702834, 5.601759, 1.852949], [2.022781, 2.624060, -2.911831], [3.252203, 1.861434, -3.206550], [-0.153172, -2.678939, -0.674227], [-1.521911, 4.261601, -0.998078], [2.077946, 3.703632, -2.941391], [0.262307, -2.973750, -4.042042], [-3.957423, 4.477714, -0.687489], [-0.684537, -6.454755, -0.357096], [0.579779, -2.519354, -3.100528], [-0.921279, -1.836329, 4.633107], [-0.250404, -1.929767, -2.722869], [2.891650, -2.315867, -3.951179], [2.103900, -1.951510, 4.288298], [1.018049, -3.204856, 4.923802], [6.065079, 7.545575, -1.348243], [1.109337, -2.394597, 4.206125], [0.208465, -0.528358, 4.977556], [-2.177096, -4.277739, -3.250266], [3.766250, 5.899737, -1.696836], [-0.018911, 0.016821, -1.702583], [-2.767813, 6.449801, 1.125813], [-3.284857, -3.111872, 5.434319], [0.848146, 0.482934, -2.401763], [-5.150996, -3.733151, 4.571368], [-6.214315, -1.756616, 6.243913], [-3.377657, -6.721606, -3.164555], [-0.201960, 2.612895, -2.232740], [-4.159298, -1.370069, 7.514943], [-1.286738, 4.096298, 0.738716]],
  "forces_ev_per_a": [[-0.0069, -0.0129, -0.0105], [-0.0762, 0.0507, 0.0558], [0.0121, 0.0588, -0.0084], [0.0006, -0.0079, 0.0124], [-0.0189, -0.0975, 0.0365], [-0.1437, 0.0670, 0.0949], [-0.0010, -0.0085, -0.0360], [0.1304, -0.0629, -0.0875], [-0.0162, 0.0160, -0.0248], [-0.0503, -0.0117, 0.0294], [0.0031, -0.0680, 0.0088], [-0.1109, -0.0032, -0.0359], [-0.0067, 0.0316, -0.0959], [0.0513, -0.1537, -0.0225], [-0.0717, -0.0830, 0.0814], [-0.0306, -0.0526, -0.0327], [-0.0374, 0.2565, -0.0420], [-0.0432, 0.0993, -0.0053], [0.2459, 0.0454, 0.0635], [0.0467, 0.0090, -0.0103], [-0.0105, 0.0146, 0.0066], [-0.0951, 0.0110, -0.1185], [0.0604, 0.0265, -0.0326], [-0.0202, 0.0402, -0.0018], [0.0533, -0.0132, -0.0257], [-0.0115, -0.0384, -0.0083], [0.0123, -0.0195, -0.0134], [0.0221, 0.1923, 0.1175], [0.0096, 0.0046, 0.0147], [0.0946, -0.0725, -0.0080], [-0.0995, 0.1014, 0.0491], [-0.0061, 0.1431, 0.1014], [-0.0009, 0.0007, -0.0056], [-0.0263, 0.0842, 0.0220], [-0.0286, -0.1006, -0.0440], [-0.0787, -0.0192, 0.2244], [0.0310, -0.0891, -0.0401], [0.0237, -0.0688, 0.0097], [-0.0458, 0.0573, 0.0376], [0.0603, -0.0069, -0.0044], [0.0689, -0.0587, -0.0361], [-0.0635, 0.0247, -0.0027], [-0.0125, -0.0256, -0.0196], [-0.0364, -0.0079, -0.0363], [0.0023, -0.0369, -0.0620], [0.0592, 0.2810, 0.0761], [0.0137, -0.0092, -0.0064], [0.0475, -0.0267, -0.0480], [0.1479, -0.1050, -0.1371], [-0.0254, 0.0304, 0.0426], [0.0209, -0.0263, 0.0820], [-0.1202, -0.0483, 0.0545], [-0.0942, -0.0734, 0.0987], [-0.0849, -0.0287, 0.0363], [0.0249, 0.0050, -0.0379], [-0.0181, 0.0008, 0.0334], [-0.0488, 0.0536, -0.1273], [-0.0584, -0.0206, 0.0182], [0.0307, 0.0102, 0.1029], [-0.0171, 0.0355, -0.0214], [-0.0307, -0.0492, 0.1446], [0.0664, -0.0191, 0.0199], [-0.0305, -0.0270, -0.0051], [0.0045, -0.0116, -0.0016], [-0.0590, 0.0132, -0.0980], [0.0052, -0.0004, 0.0171], [-0.0419, -0.0447, -0.0101], [0.0614, 0.1477, -0.0158], [0.0286, -0.0287, 0.0171], [0.0864, -0.0343, -0.0140], [0.0087, 0.0167, -0.0068], [-0.2143, 0.1028, -0.0076], [0.0445, 0.0192, -0.0449], [-0.0426, 0.0376, -0.0116], [0.1245, -0.1466, -0.0887], [-0.0241, 0.0408, -0.0703], [0.0271, 0.0409, -0.0031], [-0.0001, -0.0792, 0.0187], [0.0197, -0.0263, 0.0211], [0.0206, -0.1037, 0.0326], [0.0204, -0.0184, 0.0394], [0.0530, 0.0057, -0.0968], [0.2078, -0.1175, -0.0892], [-0.0158, -0.0076, 0.0033], [0.0231, -0.0042, -0.0117]],
  "mulliken_charge": [0.276, -0.368, 0.340, 0.272, -0.498, -0.583, 0.245, 0.184, 0.332, 0.306, 0.202, 0.298, -0.512, -0.691, 0.235, 0.500, -0.451, 0.390, -0.470, 0.324, 0.269, -0.608, -0.419, -0.352, 0.478, 0.264, -0.277, 0.763, 0.314, 0.282, -0.223, 0.034, 0.402, -0.612, 0.338, -0.474, -0.494, -0.440, 0.493, 0.324, 0.543, -0.426, -0.585, 0.329, 0.316, -0.293, 0.256, -0.447, -0.765, 0.292, 0.528, -0.663, -0.406, -0.101, -0.589, -0.575, -0.651, 0.433, 0.294, 0.085, 0.462, 0.522, 0.279, 0.241, -0.976, -0.393, 0.504, -0.630, 0.284, 0.319, 0.266, -0.624, 0.455, -0.600, 0.458, -0.596, -0.358, 0.566, 0.626, 0.300, 0.334, 0.325, -0.223, 0.253, 0.242]
}